Density functional theory data (ωB97M-V with the def2-TZVPD basis set) for a molecular structure, C25H35BF2HgN9SSi in a non-equilibrium geometry.

XYZ file:
```
75
Properties=species:S:1:pos:R:3:forces:R:3
Hg -0.252 -0.467 0.262 -0.1 -0.2 0.1
S -3.391 -0.267 -0.183 -0.1 0.2 0.1
Si 0.378 -4.340 -1.212 0.0 -0.1 0.0
F -3.264 0.026 2.912 0.0 0.2 -0.2
F -1.384 0.801 3.864 -0.1 0.0 -0.2
N -3.046 2.261 0.894 -0.5 0.9 0.2
N -2.101 1.888 1.852 0.6 0.3 -0.3
N 0.034 2.276 -1.193 -0.2 0.2 -0.2
N 2.253 0.283 -1.549 0.2 -0.1 -0.2
N 0.254 -2.861 -1.980 0.0 -0.3 -0.1
N 1.741 -2.121 2.075 0.0 -0.2 0.1
N -4.400 2.059 -0.886 0.0 0.3 0.0
N 6.508 -2.584 2.263 0.0 0.0 0.0
N 0.776 1.501 2.377 -0.1 0.3 0.0
C -0.656 -4.376 0.383 0.2 0.1 0.0
C 0.550 2.809 -2.439 0.2 0.1 0.1
C -3.567 1.424 0.050 0.1 -0.8 -0.1
C 2.403 3.777 2.320 0.2 -0.1 0.1
C -0.053 -2.465 -3.227 0.2 -0.1 0.3
C 2.094 1.419 2.463 0.0 -0.1 0.1
C -0.050 -3.312 -4.374 0.0 0.0 -0.1
C 0.212 2.734 2.211 1.0 0.0 0.4
C -0.339 -2.837 -5.640 0.0 0.0 0.0
C 2.175 -2.863 4.298 -0.1 -0.1 0.1
C 5.377 -2.563 2.475 0.5 0.0 -0.1
C -0.648 -1.498 -5.857 0.0 0.0 -0.1
C 3.988 -2.543 2.772 -0.9 0.0 0.3
C 2.041 2.506 -2.628 -0.2 -0.3 0.0
C -0.673 -0.646 -4.752 0.0 0.0 0.0
C 2.372 1.017 -2.798 0.1 0.2 0.1
C 1.313 -2.463 3.283 0.1 0.0 -0.1
C -0.389 -1.105 -3.482 -0.1 0.1 -0.1
C -0.164 -5.947 -2.129 0.0 0.2 -0.1
C 3.033 -2.148 1.824 0.4 0.0 0.0
C 2.175 -4.764 -0.708 -0.1 0.1 0.0
C 1.049 3.903 2.213 -0.4 -0.1 -0.1
C -1.148 2.896 1.998 -0.8 -0.4 -0.2
C 2.967 2.494 2.445 -0.1 0.2 -0.1
C 3.529 -2.914 4.041 0.3 0.1 -0.3
B -2.223 0.854 2.808 -0.1 -0.7 0.6
H -0.005 2.345 -3.260 0.0 0.0 0.0
H 3.023 0.459 -0.918 0.0 0.0 0.0
H 1.785 -3.137 5.269 0.0 0.0 0.0
H -5.058 1.420 -1.294 0.0 0.0 0.0
H 2.380 3.039 -3.523 0.1 0.0 0.0
H -0.277 -6.784 -1.432 0.0 0.0 0.1
H -0.136 -4.895 1.196 0.0 -0.1 0.0
H -0.934 0.399 -4.895 0.0 0.0 0.1
H -0.865 -3.356 0.717 0.0 0.0 0.0
H 2.506 -4.122 0.110 0.0 0.0 0.0
H 0.412 3.902 -2.533 0.0 0.0 -0.1
H 0.240 -2.411 3.435 0.0 0.0 0.0
H -0.438 -0.435 -2.629 0.0 0.0 0.0
H 3.340 -1.841 0.828 0.0 0.0 0.0
H 2.602 2.903 -1.772 0.0 0.1 0.0
H 3.038 4.657 2.310 0.0 0.0 0.0
H 3.377 0.937 -3.249 -0.1 0.0 -0.1
H 2.485 0.408 2.571 0.0 0.1 0.0
H 2.151 -0.715 -1.705 -0.1 0.0 0.1
H -1.616 -4.874 0.225 0.0 0.0 0.0
H -0.965 2.428 -1.100 0.0 0.0 0.1
H 2.263 -5.803 -0.374 0.0 0.0 0.0
H 0.573 -6.241 -2.883 0.0 0.0 0.0
H -0.328 -3.528 -6.479 0.0 0.0 0.0
H 0.584 4.878 2.115 0.0 0.0 0.0
H -4.786 2.940 -0.576 0.0 0.0 0.1
H -1.533 3.880 1.765 0.0 0.0 -0.2
H 4.037 2.351 2.524 0.0 0.0 0.0
H 2.870 -4.617 -1.540 -0.1 0.0 -0.1
H -1.121 -5.802 -2.638 0.0 0.0 0.0
H 1.666 0.577 -3.506 0.0 0.0 0.0
H 0.492 2.681 -0.386 0.0 0.0 0.0
H 4.244 -3.231 4.789 -0.1 0.0 0.1
H -0.870 -1.132 -6.854 0.0 0.0 0.0
H 0.194 -4.359 -4.233 0.0 0.0 0.0
```
Forces are in eV/Å.

HOMO level (spin up / spin down)   -0.45 / -0.36 eV
Multiplicity   2
Net charge   -2
Largest force on an atom   1.05 eV/A
Energy above the lowest of the compared OMol25 structures with the same formula, charge and spin   35.53 kcal per mole

***

Density functional theory data (ωB97M-V with the def2-TZVPD basis set) for a molecular structure, C25H35CeIN15O2S in a non-equilibrium geometry.

XYZ file:
```
80
Properties=species:S:1:pos:R:3:forces:R:3
Ce -0.483 0.468 -0.014 -0.3 -0.6 -1.9
I -2.326 -2.178 0.007 -0.1 -0.2 -0.1
S -3.325 1.018 -1.559 -0.3 0.0 0.3
O 4.566 -2.408 -1.365 0.1 0.1 0.1
O 1.404 1.285 0.563 1.2 -0.2 0.1
N -0.289 3.020 2.493 -0.2 0.1 -0.2
N -0.899 3.377 1.362 0.0 0.0 0.4
N 0.014 -0.305 -3.039 -0.1 0.1 0.0
N -0.270 0.985 3.747 0.1 -0.2 -0.2
N -1.646 1.397 1.843 -0.3 0.6 0.5
N -1.699 2.437 0.963 -0.2 0.8 0.3
N 0.369 -2.128 2.343 0.0 0.0 0.0
N 4.957 1.720 0.800 -0.1 -0.2 0.0
N -4.478 1.277 0.893 0.1 -0.1 0.0
N 1.074 -1.607 -0.375 -0.4 -0.5 -0.1
N 0.964 -2.231 3.478 -0.1 0.2 0.0
N -0.169 2.645 -1.964 0.0 0.0 -0.1
N 0.836 -1.075 4.182 0.1 -0.6 -0.1
N -0.188 -0.886 2.224 0.5 -0.3 0.1
N -5.648 2.101 -0.740 0.0 -0.1 -0.1
C 0.430 0.936 -3.707 0.1 -0.1 0.0
C 1.563 -3.925 -0.944 0.1 -0.1 -0.1
C -1.012 -4.758 -0.459 0.1 -0.1 -0.1
C 5.369 0.486 0.471 0.0 0.2 0.1
C -4.496 1.480 -0.427 0.0 0.0 0.1
C 3.129 -0.315 0.273 -0.2 -1.0 0.0
C -0.734 1.788 2.737 0.0 0.1 0.4
C 3.659 1.964 0.853 0.2 0.2 0.0
C 0.631 -2.975 -0.526 0.0 0.3 0.1
C -1.059 3.810 -1.800 0.0 -0.1 0.1
C 3.212 3.343 1.256 0.1 0.0 0.0
C 2.700 0.970 0.550 -1.0 0.5 0.1
C -0.050 -5.693 -0.806 -0.1 0.0 0.0
C 5.077 -1.914 -0.121 -0.1 0.0 0.0
C -0.365 2.163 -3.341 -0.1 0.1 0.1
C -0.684 -3.414 -0.344 0.1 -0.1 0.0
C 4.513 -0.564 0.236 0.2 0.0 -0.1
C 0.135 -0.317 3.383 -0.5 0.8 0.3
C 1.206 3.135 -1.791 -0.1 0.0 0.0
C 1.237 -5.265 -1.074 0.0 0.1 0.0
C -1.233 -0.796 -3.638 0.0 0.0 0.0
C 1.051 -1.304 -3.313 0.0 0.1 0.0
C -6.410 2.523 0.433 0.1 -0.1 -0.1
C -5.654 1.811 1.575 0.1 0.0 -0.1
C 2.250 -1.506 0.110 0.6 0.3 0.3
H 1.996 -5.968 -1.393 0.0 0.0 0.0
H 1.935 2.333 -1.885 0.0 0.0 0.0
H -6.385 3.606 0.541 0.0 0.1 0.0
H 1.486 1.096 -3.484 0.0 0.0 0.0
H -0.318 -6.739 -0.885 0.0 0.0 0.0
H 1.241 -1.368 -4.394 0.0 0.0 0.0
H -5.830 2.394 -1.683 0.0 0.0 0.0
H -0.081 2.964 -4.042 0.0 0.0 0.0
H 1.432 3.909 -2.539 0.0 0.0 0.0
H -2.051 -0.091 -3.511 0.0 0.0 0.0
H 0.736 -2.283 -2.964 0.0 0.0 0.0
H 1.978 -1.037 -2.804 0.0 0.0 0.0
H -2.096 3.495 -1.898 0.0 0.0 0.0
H -0.831 4.558 -2.573 0.0 0.0 0.0
H -1.433 1.987 -3.485 0.0 0.0 0.0
H 6.166 -1.848 -0.151 0.1 0.0 0.0
H 2.565 -3.591 -1.194 -0.1 -0.1 0.0
H 3.857 3.705 2.055 0.0 0.0 0.0
H 6.442 0.333 0.418 0.0 0.0 0.0
H 0.373 1.446 4.374 0.0 0.0 0.0
H 1.307 3.558 -0.796 0.0 0.0 0.0
H -3.620 1.034 1.373 0.0 0.0 0.0
H 2.177 3.360 1.590 0.0 -0.1 0.0
H -5.365 2.496 2.370 0.0 0.0 0.0
H 3.317 4.036 0.417 0.0 0.0 0.0
H 4.781 -1.757 -2.042 0.0 0.0 0.0
H -1.520 -1.733 -3.162 0.0 0.0 0.0
H -0.911 4.251 -0.819 0.0 0.0 0.0
H -7.446 2.202 0.371 0.0 0.0 0.0
H 0.363 0.801 -4.798 0.0 0.0 0.0
H -2.030 -5.073 -0.278 0.0 0.0 0.0
H -1.098 -0.974 -4.715 0.0 0.0 0.0
H 4.824 -2.670 0.623 0.0 0.0 0.0
H 2.724 -2.417 0.468 0.1 0.0 0.0
H -6.244 1.006 2.009 0.0 -0.1 0.0
```
Forces are in eV/Å.

HOMO level (spin up / spin down)   -8.04 / -8.07 eV
Multiplicity   2
Net charge   0
Largest force on an atom   2.04 eV/A

***

Density functional theory data (ωB97M-V with the def2-TZVPD basis set) for a molecular structure, C25H35HgN3 in a non-equilibrium geometry.

XYZ file:
```
64
Properties=species:S:1:pos:R:3:forces:R:3
Hg -0.409 0.779 -1.626 0.7 -0.9 0.9
N 0.394 0.796 1.282 -0.7 0.8 -1.0
N -2.731 0.133 -1.382 -0.5 0.4 -0.2
N -1.156 -1.257 -3.161 -0.6 -0.6 -0.1
C 4.268 -2.157 0.342 0.0 -0.1 -0.2
C 3.147 -2.079 2.569 0.2 -0.1 0.2
C -0.310 1.664 2.265 0.5 -1.0 -0.4
C -0.349 -1.919 -3.993 -0.4 -0.1 0.0
C 2.126 -2.167 4.864 -0.1 -0.1 0.1
C 3.168 -1.650 1.235 -0.6 0.1 0.5
C 2.182 -0.776 0.793 -0.3 0.2 0.0
C -3.462 0.765 -0.438 0.1 -0.6 -0.3
C -2.134 -3.289 -4.794 0.1 0.3 0.2
C -3.283 -0.903 -2.070 -0.2 0.6 1.0
C -5.279 -0.775 -0.702 0.4 0.2 0.0
C 2.132 -1.672 3.442 0.3 0.0 -0.6
C 0.651 2.151 3.353 0.1 0.2 0.2
C -2.462 -1.584 -3.100 0.9 -0.7 -1.0
C -1.537 0.999 2.896 -0.3 0.1 0.3
C 1.184 -0.220 1.676 0.2 -0.5 0.5
C -4.576 -1.353 -1.754 0.5 0.2 -0.1
C 2.128 3.531 -2.239 0.2 0.3 0.2
C -2.990 -2.571 -3.960 0.2 0.4 0.4
C -4.706 0.299 -0.019 0.1 0.0 -0.3
C -0.776 -2.968 -4.807 -0.2 0.3 0.3
C -0.839 2.898 1.542 0.1 0.2 0.1
C 1.145 -0.812 2.983 0.2 0.1 -0.1
C 1.499 0.440 -2.561 0.1 0.4 -0.4
C 1.474 3.306 -0.864 0.5 0.2 -0.1
H 5.252 -1.808 0.683 -0.2 0.0 -0.1
H -4.062 -2.746 -3.953 0.3 -0.2 -0.1
H -0.033 3.539 1.174 -0.1 -0.2 0.1
H 1.615 -0.639 -2.704 -0.1 0.3 0.3
H 2.965 -1.751 5.441 -0.2 -0.1 -0.2
H -0.044 -3.483 -5.423 -0.3 0.0 0.1
H 4.131 -1.827 -0.692 0.0 0.0 0.1
H 2.261 4.607 -2.406 -0.1 -0.2 -0.1
H -1.467 2.606 0.695 0.1 0.0 -0.1
H 1.749 2.356 -0.386 -0.2 0.3 -0.1
H 2.350 0.814 -1.987 -0.4 0.0 0.0
H -6.256 -1.159 -0.424 0.2 0.1 0.0
H 3.921 -2.768 2.917 -0.2 0.2 0.0
H -2.143 1.774 3.386 0.0 -0.2 0.0
H 3.125 3.081 -2.295 -0.1 0.0 0.0
H 0.166 2.926 3.957 0.1 0.0 0.0
H -5.201 0.780 0.820 0.0 -0.1 -0.2
H 0.384 3.344 -0.933 0.1 0.0 0.0
H 1.540 3.136 -3.070 0.0 0.0 0.1
H 0.331 -0.550 3.652 0.4 -0.1 -0.1
H 2.155 -0.461 -0.255 0.2 0.0 0.4
H -2.517 -4.089 -5.420 0.0 0.2 0.1
H 1.780 4.114 -0.186 -0.1 -0.2 0.0
H -2.144 0.527 2.117 0.1 0.0 0.1
H 1.475 0.929 -3.542 0.1 -0.2 0.2
H 2.218 -3.260 4.887 0.0 0.2 0.1
H 0.690 -1.602 -4.009 -0.2 -0.1 0.0
H -4.986 -2.174 -2.334 -0.1 0.2 0.3
H 4.299 -3.254 0.360 0.0 0.2 -0.1
H 1.192 -1.884 5.360 0.2 -0.1 0.0
H -3.023 1.668 -0.010 -0.1 -0.5 0.0
H 1.552 2.577 2.893 -0.2 0.0 0.0
H -1.289 0.250 3.653 -0.1 0.1 -0.2
H 0.972 1.346 4.021 -0.1 0.3 -0.2
H -1.455 3.474 2.243 0.1 0.1 -0.2
```
Forces are in eV/Å.

HOMO level   -5.20 eV
Net charge   0
Largest force on an atom   1.46 eV/A
Energy above the lowest of the compared OMol25 structures with the same formula, charge and spin   0.00 kcal per mole

***

| no. | M (g mol⁻¹) | E_tot (eV) |
| --- | --- | --- |
| 1 | 771.169 | -68906.904 |
| 2 | 876.745 | -84805.919 |
| 3 | 578.166 | -35135.193 |